[1]
Formula: C5H9OP
Source: OMol25
Level of theory: ωB97M-V/def2-TZVPD

The SMILES is C=C(CCC)P=O. Its spin multiplicity is 1. As for the highest occupied orbital energy: -9.38 eV. For the HOMO-LUMO gap, the calculation gives 0.3200 Ha. As for the max |F|: 4.9 eV/Å.

CARTESIAN COORDINATES (ANGSTROEM)
P  2.875  0.215  -0.242
O  2.508  1.449  0.354
C  0.187  -0.050  0.606
C  -0.741  0.557  -0.548
C  1.310  -2.156  0.009
C  -2.050  1.161  -0.061
C  1.384  -0.827  0.137
H  -0.587  -0.588  1.022
H  -1.016  -0.256  -1.397
H  2.140  -2.667  -0.456
H  -2.776  1.146  -0.918
H  0.366  0.734  1.190
H  0.552  -2.810  0.331
H  -2.308  0.546  0.746
H  -1.811  2.308  0.187
H  -0.035  1.237  -0.959



[2]
Formula: C12H19BFNO3P
Source: OMol25
Level of theory: ωB97M-V/def2-TZVPD

Its spin multiplicity is 1. As for the highest occupied orbital energy: -4.46 eV. The net charge is -1. For the HOMO-LUMO gap, the calculation gives 0.2689 Ha. As for the max |F|: 2.2 eV/Å.

CARTESIAN COORDINATES (ANGSTROEM)
P  -0.768  -1.690  2.775
F  -1.100  5.192  -6.315
O  0.278  -1.182  -0.905
O  0.143  1.055  -1.035
O  1.820  -0.218  3.745
N  0.531  -1.160  1.840
C  2.096  -3.732  2.847
C  -1.972  -2.568  1.720
C  0.257  -0.033  -0.426
C  -0.013  1.968  -5.073
C  -0.658  1.927  -3.844
C  -1.602  4.102  -4.281
C  -0.161  3.065  -5.915
C  -1.451  2.996  -3.454
C  -1.626  -0.307  3.604
C  0.416  0.124  1.106
C  -0.954  4.113  -5.499
C  2.751  -2.361  2.578
B  1.685  -1.208  2.755
H  -2.459  -0.727  4.166
H  3.091  -2.337  1.541
H  -2.211  4.949  -3.990
H  -1.968  0.506  2.960
H  1.718  -3.767  3.865
H  -2.705  -1.951  1.198
H  1.354  0.675  1.227
H  -0.536  1.080  -3.180
H  -2.480  -3.304  2.339
H  2.805  -4.541  2.672
H  0.613  1.140  -5.379
H  0.329  3.111  -6.879
H  3.603  -2.205  3.243
H  2.554  0.369  3.538
H  1.256  -3.844  2.167
H  -0.933  0.126  4.323
H  -0.365  0.781  1.484
H  -1.385  -3.109  0.979
H  -1.950  2.965  -2.495



[3]
Formula: C3H3NO
Source: OMol25
Level of theory: ωB97M-V/def2-TZVPD

The SMILES is O=C[C@H]1C=N1. Its spin multiplicity is 1. As for the highest occupied orbital energy: -10.20 eV. For the HOMO-LUMO gap, the calculation gives 0.3986 Ha. As for the max |F|: 1.2 eV/Å.

CARTESIAN COORDINATES (ANGSTROEM)
O  0.140  1.712  0.629
N  0.618  -1.176  0.811
C  -0.700  0.942  0.218
C  1.091  -0.704  -0.245
C  -0.350  -0.459  -0.137
H  -1.104  -1.086  -0.609
H  -1.742  1.270  0.044
H  2.042  -0.500  -0.708



[4]
Formula: C32H80O16
Source: OMol25
Level of theory: ωB97M-V/def2-TZVPD

Its spin multiplicity is 1. As for the highest occupied orbital energy: -6.78 eV. For the HOMO-LUMO gap, the calculation gives 0.2630 Ha. As for the max |F|: 14.7 eV/Å.

CARTESIAN COORDINATES (ANGSTROEM)
O  -0.584  -0.004  1.693
O  -1.609  2.328  -1.494
O  -1.861  -2.054  1.559
O  -3.282  1.139  0.769
O  2.263  4.176  1.958
O  -0.296  -5.800  2.601
O  -2.835  -3.414  -3.194
O  -0.294  3.164  0.907
O  1.227  -2.501  2.460
O  4.626  1.274  -1.763
O  1.097  -1.314  -0.499
O  -3.624  -5.240  2.022
O  -1.255  -3.144  -0.741
O  2.717  3.253  -0.603
O  1.686  0.272  -3.913
O  0.757  4.795  -2.508
C  1.091  4.924  -1.202
C  -0.017  -3.093  -0.060
C  0.385  0.759  -3.531
C  -0.379  1.984  -2.058
C  -0.989  4.317  0.630
C  -3.333  -4.025  1.403
C  -2.490  -3.168  2.319
C  2.342  5.237  2.857
C  -0.906  0.078  0.320
C  0.831  -1.277  1.851
C  0.328  0.965  2.216
C  0.191  -3.476  2.391
C  -3.798  1.280  -0.600
C  -2.709  -0.909  1.475
C  2.230  -1.471  -1.310
C  -2.706  -2.225  -2.327
C  -2.680  -6.289  1.987
C  -2.867  2.380  1.388
C  -2.659  1.322  -1.612
C  -1.778  -3.607  -4.201
C  1.708  4.003  -3.206
C  3.813  1.275  -2.914
C  0.238  -0.129  -0.673
C  5.562  2.369  -1.642
C  0.539  -4.827  3.194
C  3.074  2.147  0.286
C  -0.287  -7.081  3.214
C  1.402  3.723  -0.311
C  -1.466  -1.991  -1.501
C  1.582  2.944  2.448
C  0.060  3.099  2.297
C  2.633  0.245  -2.752
H  -0.756  -3.580  -3.824
H  -0.105  -3.825  0.743
H  2.781  5.019  3.830
H  -0.859  -6.995  4.138
H  -1.945  -4.515  -4.781
H  -2.108  2.998  0.907
H  1.764  2.939  -2.975
H  0.690  -7.543  3.358
H  -3.226  -0.658  2.401
H  0.868  0.760  -0.638
H  0.219  -1.315  0.949
H  -3.157  -7.112  1.455
H  0.259  -0.608  2.493
H  -3.138  1.505  -2.574
H  1.282  5.477  2.946
H  -0.380  5.206  0.796
H  -0.435  2.182  2.618
H  -1.730  -6.040  1.513
H  2.057  -1.488  -2.386
H  -1.380  1.048  0.168
H  1.746  -0.704  1.700
H  -0.029  0.279  -2.644
H  0.347  2.797  -2.089
H  -0.270  0.539  -4.374
H  3.816  1.621  -0.315
H  -0.304  3.925  2.908
H  3.215  -0.677  -2.763
H  3.311  2.242  -2.864
H  -1.776  -0.542  0.107
H  0.129  5.372  -0.953
H  2.803  6.099  2.376
H  -3.008  -2.778  3.195
H  2.718  4.409  -3.165
H  0.808  -3.572  -0.587
H  1.822  2.041  1.886
H  4.236  0.950  -3.864
H  -2.350  0.277  -1.618
H  6.206  2.399  -2.521
H  5.062  3.338  -1.637
H  -3.525  -1.109  0.781
H  1.374  0.837  1.935
H  -0.745  -1.732  -2.276
H  2.122  0.499  -1.823
H  -1.889  4.426  1.235
H  1.915  2.714  3.460
H  -1.355  4.224  -0.392
H  6.181  2.173  -0.767
H  3.381  2.347  1.313
H  0.439  1.844  -3.441
H  -0.789  -3.111  2.699
H  0.186  1.249  -1.484
H  -2.183  -0.026  1.113
H  0.292  0.820  3.296
H  -2.848  -4.043  0.426
H  -2.467  -6.716  2.967
H  0.584  3.009  -0.217
H  2.668  -2.468  -1.364
H  -3.830  2.864  1.551
H  -4.299  0.329  -0.779
H  1.749  5.792  -1.169
H  1.609  4.139  -4.283
H  -1.671  -3.749  2.745
H  0.230  -2.102  0.321
H  -0.944  -7.709  2.612
H  -4.314  -3.587  1.224
H  -0.284  -0.205  -1.627
H  1.552  -5.144  2.945
H  -3.563  -2.188  -1.654
H  2.193  1.507  0.290
H  -1.564  -1.142  -0.825
H  -4.519  2.092  -0.694
H  0.012  1.944  1.857
H  -2.385  2.092  2.323
H  -0.451  1.676  -3.101
H  3.003  -0.739  -1.073
H  0.102  -3.702  1.328
H  0.344  -4.932  4.261
H  -2.958  -1.425  -3.023
H  1.576  4.154  0.675
H  -1.786  -2.784  -4.915



[5]
Formula: C13H29AsBr3F6N4O4Y
Source: OMol25
Level of theory: ωB97M-V/def2-TZVPD

Its spin multiplicity is 1. As for the highest occupied orbital energy: -13.21 eV. The net charge is +2. For the HOMO-LUMO gap, the calculation gives 0.1945 Ha. As for the max |F|: 6.1 eV/Å.

CARTESIAN COORDINATES (ANGSTROEM)
Y  -1.685  -1.430  -0.052
Br  4.474  5.449  1.381
Br  4.753  3.515  -1.273
Br  2.156  5.114  -0.825
As  1.851  0.546  1.411
F  0.993  1.073  2.955
F  2.760  -0.019  -0.033
F  1.448  1.984  0.471
F  0.254  -0.240  0.814
F  2.252  -0.959  2.325
F  3.322  1.423  2.009
O  0.221  -2.586  -0.825
O  -0.629  -2.395  1.789
O  -2.424  0.410  0.992
O  -0.618  0.189  -1.404
N  -1.125  1.252  -3.281
N  -3.482  2.225  0.119
N  1.380  -3.004  -2.687
N  -0.348  -2.821  4.008
C  -0.245  1.022  -2.294
C  -2.699  2.338  2.372
C  2.507  -3.400  -0.550
C  -0.978  2.192  -4.386
C  -0.348  -1.466  4.547
C  3.527  4.185  0.199
C  0.318  -2.714  -3.711
C  1.292  -2.917  -1.394
C  -0.350  -3.170  2.651
C  1.194  1.459  -2.465
C  0.015  -4.661  2.328
C  -2.827  1.570  1.096
C  -4.361  3.373  0.188
H  -0.646  -2.629  -3.210
H  -2.011  0.768  -3.254
H  0.594  -0.932  4.425
H  2.557  -2.803  0.361
H  -0.225  1.860  -5.100
H  0.696  -4.779  1.485
H  -1.127  -0.928  4.008
H  0.555  -1.806  -4.265
H  2.231  -4.437  -0.361
H  -4.960  3.530  -0.709
H  2.292  -3.141  -3.099
H  1.868  0.868  -1.845
H  0.187  -3.549  -4.399
H  1.571  1.079  -3.414
H  -0.586  -1.486  5.611
H  -0.852  -5.320  2.365
H  -3.553  1.659  -0.715
H  -0.681  -3.537  4.637
H  -1.847  2.992  2.184
H  -3.532  2.930  2.751
H  -3.818  4.312  0.078
H  -1.936  2.073  -4.894
H  -2.401  1.688  3.194
H  0.656  -5.042  3.122
H  3.090  3.296  0.654
H  -4.852  3.481  1.155
H  1.360  2.477  -2.114
H  -0.678  3.180  -4.036
H  3.452  -3.343  -1.089



| no. | E (eV) |
| --- | --- |
| 1 | -16664.93219 |
| 2 | -33070.82736 |
| 3 | -6694.52340 |
| 4 | -67181.80318 |
| 5 | -316407.93806 |